Record 1
Formula: C54H120N10O12
Source: the OMol25 dataset
Level of theory: wB97M-V/def2-TZVPD

The geometry in ORCA input format:
```
! RIJCOSX wB97M-V def2-TZVPD def2/J DEFGRID3
* xyz 2 1
C 2.306 -3.188 4.703
C 1.454 -4.464 4.801
C 0.211 -4.395 3.959
N -0.939 -5.327 4.179
C -0.476 -6.698 3.810
C -1.378 -5.363 5.561
C -2.825 -5.938 5.534
C -3.347 -5.515 4.119
C -2.168 -4.882 3.424
H 1.688 -2.259 4.915
H 2.656 -3.214 3.683
H 3.156 -3.239 5.401
H 1.179 -4.541 5.885
H 2.144 -5.299 4.609
H 0.471 -4.530 2.896
H -0.207 -3.360 4.059
H 0.421 -6.866 4.438
H -0.245 -6.824 2.817
H -1.224 -7.407 4.131
H -0.689 -5.876 6.181
H -1.521 -4.330 5.948
H -2.706 -6.984 5.645
H -3.468 -5.501 6.311
H -3.712 -6.386 3.508
H -4.123 -4.755 4.161
H -2.031 -5.128 2.350
H -2.235 -3.839 3.505
C -2.612 -3.646 -0.301
C -1.797 -2.406 -0.571
C -1.181 -1.915 0.718
N -0.124 -0.858 0.729
C -0.754 0.429 0.163
C 1.086 -1.174 -0.021
C 2.202 -0.471 0.719
C 1.875 -0.574 2.254
C 0.328 -0.626 2.229
H -3.208 -3.511 0.574
H -1.849 -4.444 -0.305
H -3.263 -3.860 -1.097
H -2.343 -1.627 -1.021
H -1.055 -2.681 -1.285
H -0.642 -2.730 1.245
H -1.957 -1.589 1.379
H -1.126 0.367 -0.835
H -0.118 1.320 0.235
H -1.574 0.788 0.814
H 1.054 -0.846 -1.051
H 1.355 -2.222 0.003
H 2.217 0.631 0.482
H 3.130 -0.888 0.518
H 2.314 0.269 2.747
H 2.338 -1.419 2.817
H -0.292 0.229 2.585
H -0.043 -1.457 2.815
C 2.765 3.638 8.146
C 1.604 3.702 7.179
C 0.782 2.461 7.392
N -0.099 1.993 6.200
C 0.715 1.503 5.103
C -1.013 3.130 5.694
C -2.444 2.537 5.786
C -2.408 1.482 6.847
C -0.966 0.894 6.708
H 2.443 3.447 9.138
H 3.480 4.434 8.246
H 3.432 2.791 7.850
H 2.008 3.791 6.219
H 0.971 4.629 7.367
H 0.049 2.551 8.223
H 1.448 1.569 7.534
H 0.063 1.112 4.379
H 1.437 0.805 5.482
H 1.293 2.412 4.727
H -0.797 3.424 4.689
H -0.741 3.982 6.299
H -2.550 2.158 4.792
H -3.082 3.366 6.078
H -3.117 0.739 6.604
H -2.623 1.928 7.843
H -0.990 0.040 6.011
H -0.633 0.551 7.679
C -2.548 -6.425 -3.642
C -1.228 -6.278 -4.258
C -0.454 -5.134 -3.605
N 1.031 -5.297 -3.475
C 1.609 -5.401 -4.803
C 1.569 -4.024 -2.832
C 2.949 -4.324 -2.329
C 3.008 -5.868 -2.213
C 1.621 -6.366 -2.595
H -2.479 -6.557 -2.580
H -3.082 -7.196 -4.065
H -3.139 -5.513 -3.807
H -1.252 -6.053 -5.335
H -0.722 -7.204 -4.146
H -0.871 -4.885 -2.654
H -0.532 -4.183 -4.109
H 1.230 -4.555 -5.420
H 1.355 -6.384 -5.239
H 2.710 -5.275 -4.729
H 1.561 -3.249 -3.587
H 0.852 -3.807 -2.035
H 3.843 -3.945 -2.922
H 3.145 -3.874 -1.355
H 3.766 -6.324 -2.857
H 3.299 -6.168 -1.197
H 1.598 -7.370 -3.064
H 0.968 -6.390 -1.672
C 1.706 2.601 -7.239
C 1.450 1.599 -6.157
C 1.280 2.284 -4.786
C 2.599 3.045 -4.449
N 3.040 2.825 -3.014
C 1.939 3.106 -2.022
C 2.719 3.491 -0.695
C 4.208 3.783 -1.105
C 4.165 3.893 -2.638
C 3.435 1.420 -2.780
C 4.677 0.907 -3.512
C 4.600 -0.652 -3.361
H 0.844 3.160 -7.569
H 2.161 2.078 -8.080
H 2.557 3.285 -6.943
H 2.355 0.906 -6.090
H 0.607 0.891 -6.345
H 0.994 1.491 -4.041
H 0.422 2.983 -4.779
H 2.495 4.136 -4.589
H 3.390 2.764 -5.110
H 1.213 2.243 -2.007
H 1.519 3.980 -2.472
H 2.699 2.695 0.036
H 2.198 4.275 -0.131
H 4.829 2.964 -0.817
H 4.747 4.663 -0.649
H 5.129 3.586 -3.073
H 3.844 4.866 -3.008
H 2.603 0.761 -3.061
H 3.624 1.445 -1.700
H 5.593 1.245 -3.017
H 4.768 1.174 -4.557
H 5.540 -1.181 -3.686
H 3.692 -1.076 -3.907
H 4.382 -1.026 -2.340
C -2.446 2.069 -4.731
C -2.794 1.981 -3.287
C -3.366 3.295 -2.734
C -2.170 4.236 -2.670
N -2.462 5.627 -2.207
C -2.647 5.633 -0.734
C -2.365 7.036 -0.293
C -1.140 7.365 -1.115
C -1.227 6.524 -2.422
C -3.573 6.235 -2.943
C -3.580 6.177 -4.491
C -4.735 7.020 -4.998
H -1.501 1.406 -4.789
H -2.288 3.100 -5.064
H -3.237 1.687 -5.402
H -1.831 1.775 -2.734
H -3.408 1.176 -3.011
H -3.810 3.164 -1.721
H -4.174 3.676 -3.376
H -1.715 4.302 -3.656
H -1.446 3.815 -2.011
H -3.670 5.270 -0.604
H -1.864 4.972 -0.275
H -3.167 7.692 -0.524
H -2.252 7.113 0.774
H -1.138 8.389 -1.420
H -0.184 7.184 -0.582
H -1.358 7.201 -3.258
H -0.334 5.897 -2.495
H -3.630 7.251 -2.522
H -4.502 5.643 -2.688
H -3.599 5.151 -4.864
H -2.654 6.567 -4.926
H -4.718 7.193 -6.090
H -4.802 7.971 -4.471
H -5.702 6.525 -4.874
N -0.016 -0.918 -3.596
O -0.099 0.048 -2.797
O 1.130 -1.117 -4.106
O -1.007 -1.641 -3.840
N 1.260 -4.945 0.629
O 1.121 -5.934 1.338
O 2.199 -4.178 0.773
O 0.388 -4.704 -0.301
N -2.494 -0.995 3.719
O -1.754 -1.437 4.646
O -2.374 0.200 3.321
O -3.325 -1.724 3.147
N -0.204 3.361 1.308
O 0.799 2.652 1.726
O -1.003 3.823 2.102
O -0.344 3.582 0.070
*
```

Properties
- Total energy: -3578.90939 a.u.
- Gap between HOMO and LUMO: 9.1397 eV
- HOMO level: -12.33 eV
- Maximum force: 3.31 eV/Å

Mulliken population analysis, charges in e, atoms 1 to 8: -0.940 -0.533 1.150 1.070 -0.875 -0.668 -0.903 -0.631

Record 2
Formula: C4H6NP
Source: the OMol25 dataset
Level of theory: wB97M-V/def2-TZVPD

The geometry in ORCA input format:
```
! RIJCOSX wB97M-V def2-TZVPD def2/J DEFGRID3
* xyz 0 1
C 0.552 1.769 1.495
C 1.123 0.860 0.740
C 0.487 -0.164 -0.036
C 0.888 -0.999 -0.922
N -1.337 -2.186 -1.766
P -2.172 -1.161 -1.035
H 1.053 2.727 1.904
H -0.469 1.670 1.535
H 2.150 0.680 0.696
H -0.611 -0.137 -0.010
H 1.778 -1.302 -1.438
H -3.442 -1.758 -1.162
*
```

Properties
- Total energy: -551.86367 a.u.
- Gap between HOMO and LUMO (alpha / beta): 8.1957 / 8.8849 eV
- HOMO level (alpha / beta): -8.98 / -9.24 eV
- Maximum force: 2.88 eV/Å

Mulliken population analysis, charges in e, atoms 1 to 8: -0.671 -0.230 0.694 -0.569 -0.312 0.223 0.228 0.311

Record 3
Formula: C5H12O2
Source: the OMol25 dataset
Level of theory: wB97M-V/def2-TZVPD

The geometry in ORCA input format:
```
! RIJCOSX wB97M-V def2-TZVPD def2/J DEFGRID3
* xyz 0 1
C 2.317 0.166 1.351
C 0.886 0.600 1.051
C 0.317 -0.073 -0.197
O 0.378 -1.486 -0.097
C -1.138 0.347 -0.459
C -1.613 -0.071 -1.842
O -1.950 -0.236 0.563
H 2.378 -0.924 1.425
H 2.999 0.480 0.552
H 2.678 0.599 2.290
H 0.225 0.362 1.897
H 0.838 1.689 0.917
H 0.932 0.190 -1.069
H -0.209 -1.704 0.642
H -1.225 1.436 -0.346
H -1.464 -1.150 -1.971
H -2.672 0.173 -1.981
H -1.041 0.442 -2.622
H -2.446 -0.960 0.164
*
```

Properties
- Total energy: -348.18450 a.u.
- Gap between HOMO and LUMO: 10.9184 eV
- HOMO level: -10.03 eV
- Maximum force: 0.25 eV/Å

Mulliken population analysis, charges in e, atoms 1 to 8: -1.191 -0.444 -0.122 -0.589 0.284 -1.543 -0.585 0.279

Record 4
Formula: C4H5N2P
Source: the OMol25 dataset
Level of theory: wB97M-V/def2-TZVPD

The geometry in ORCA input format:
```
! RIJCOSX wB97M-V def2-TZVPD def2/J DEFGRID3
* xyz 0 1
C -1.958 0.128 0.276
C 0.013 -1.394 0.391
C 0.840 1.623 0.043
C -0.894 -0.488 -0.347
N -2.851 0.621 0.818
N 1.410 -1.044 0.479
P 2.049 0.366 0.397
H -0.340 -1.522 1.422
H 0.014 -2.378 -0.097
H 0.873 2.143 -0.904
H 0.469 2.220 0.862
H -0.812 -0.434 -1.420
*
```

Properties
- Total energy: -606.13020 a.u.
- Gap between HOMO and LUMO (alpha / beta): 7.8531 / 8.2603 eV
- HOMO level (alpha / beta): -9.14 / -9.27 eV
- Maximum force: 1.34 eV/Å

Mulliken population analysis, charges in e, atoms 1 to 8: 0.458 -0.267 -0.679 -0.566 -0.413 -0.294 0.098 0.299

Record 5
Formula: C27H49BInN7O2SSi
Source: the OMol25 dataset
Level of theory: wB97M-V/def2-TZVPD

The geometry in ORCA input format:
```
! RIJCOSX wB97M-V def2-TZVPD def2/J DEFGRID3
* xyz 0 1
In 0.165 -0.012 -0.502
C 0.026 -0.942 4.866
C 0.505 -1.326 3.505
C 1.515 -2.195 3.149
C 1.545 -2.203 1.750
N 0.608 -1.375 1.283
N -0.035 -0.842 2.374
B -1.436 -0.202 2.169
N -2.189 -1.042 1.103
N -1.719 -1.203 -0.175
C -2.552 -2.020 -0.810
C -3.580 -2.401 0.067
C -3.313 -1.766 1.260
C -4.075 -1.819 2.543
C -2.392 -2.439 -2.252
C -3.625 -1.966 -3.036
C -1.137 -1.841 -2.879
C -2.309 -3.970 -2.310
N -1.333 1.276 1.692
N -1.233 1.554 0.344
C -1.511 2.859 0.192
C -1.782 3.415 1.447
C -1.665 2.388 2.362
C -1.835 2.426 3.844
C -1.691 3.536 -1.153
C -2.972 2.967 -1.784
C -1.859 5.040 -0.933
C -0.520 3.307 -2.103
C 2.293 -3.180 0.871
C 1.328 -4.347 0.597
C 3.529 -3.700 1.604
C 2.722 -2.566 -0.455
H 0.611 -1.469 5.616
H -1.026 -1.190 5.010
H 0.139 0.129 5.039
H 2.137 -2.758 3.826
H -2.041 -0.242 3.200
H -4.414 -3.054 -0.139
H -4.943 -2.465 2.418
H -4.423 -0.830 2.843
H -3.464 -2.216 3.353
H -3.741 -0.882 -2.964
H -4.538 -2.431 -2.657
H -3.519 -2.230 -4.092
H -1.151 -0.749 -2.895
H -1.054 -2.168 -3.917
H -0.226 -2.172 -2.371
H -3.227 -4.432 -1.937
H -1.475 -4.340 -1.708
H -2.158 -4.296 -3.342
H -2.046 4.435 1.668
H -2.200 3.406 4.143
H -0.884 2.251 4.350
H -2.540 1.670 4.192
H -3.846 3.170 -1.160
H -2.891 1.885 -1.915
H -3.133 3.422 -2.764
H -2.732 5.267 -0.315
H -1.997 5.534 -1.897
H -0.975 5.472 -0.457
H -0.408 2.268 -2.394
H 0.432 3.612 -1.665
H -0.679 3.885 -3.016
H 1.033 -4.843 1.525
H 1.810 -5.084 -0.052
H 0.423 -3.988 0.102
H 3.261 -4.254 2.506
H 4.196 -2.880 1.885
H 4.084 -4.378 0.950
H 1.865 -2.212 -1.034
H 3.226 -3.318 -1.065
H 3.399 -1.725 -0.313
C 3.135 1.174 2.837
Si 3.579 1.514 1.060
C 3.546 3.335 0.721
C 5.292 0.864 0.743
O 2.447 0.762 0.092
H 3.710 1.829 3.504
H 3.367 0.138 3.096
H 2.069 1.341 3.035
H 4.214 3.901 1.377
H 2.532 3.732 0.831
H 3.855 3.487 -0.318
H 6.006 1.380 1.393
H 5.589 1.037 -0.296
H 5.367 -0.209 0.950
O 3.492 1.491 -2.325
S 2.681 0.395 -1.792
N 1.167 0.598 -2.119
*
```

Properties
- Total energy: -2494.84623 a.u.
- Gap between HOMO and LUMO: 7.8415 eV
- HOMO level: -7.55 eV
- Maximum force: 0.96 eV/Å

Mulliken population analysis, charges in e, atoms 1 to 8: 0.981 -1.572 0.106 -0.424 -0.763 0.153 0.987 -0.866

Record 6
Formula: C8H16O16S4
Source: the OMol25 dataset
Level of theory: wB97M-V/def2-TZVPD

The geometry in ORCA input format:
```
! RIJCOSX wB97M-V def2-TZVPD def2/J DEFGRID3
* xyz 0 1
C 0.270 -0.861 -0.423
C 1.014 -1.849 -1.322
O 1.681 -1.084 -2.313
S 2.134 0.331 -1.708
O 1.983 1.365 -2.681
O 3.337 0.219 -0.957
O 0.787 0.412 -0.733
H 0.296 -1.135 0.632
H -0.787 -0.878 -0.709
H 0.336 -2.528 -1.829
H 1.713 -2.432 -0.716
C 0.247 -5.462 2.451
C -1.258 -5.342 2.664
O -1.928 -5.207 1.411
S -0.934 -5.574 0.191
O -1.001 -4.530 -0.794
O -1.067 -6.927 -0.226
O 0.460 -5.390 1.023
H 0.722 -6.317 2.920
H 0.741 -4.557 2.806
H -1.644 -4.590 3.352
H -1.666 -6.254 3.122
C -1.265 1.938 -2.756
C -0.535 3.315 -2.738
O -1.566 4.295 -2.535
S -3.032 3.605 -2.694
O -3.398 3.486 -4.073
O -3.967 4.183 -1.780
O -2.501 2.212 -2.128
H -0.721 1.106 -2.332
H -1.432 1.736 -3.819
H -0.105 3.472 -3.724
H 0.147 3.438 -1.902
C 1.960 3.230 1.329
C 1.981 2.580 2.747
O 0.929 3.136 3.504
S -0.172 3.888 2.591
O -0.614 5.097 3.212
O -1.178 2.976 2.112
O 0.904 4.201 1.400
H 1.610 2.511 0.584
H 2.802 3.805 0.954
H 2.904 2.871 3.244
H 1.812 1.510 2.642
*
```

Properties
- Total energy: -3110.89531 a.u.
- Gap between HOMO and LUMO: 10.7678 eV
- HOMO level: -10.98 eV
- Maximum force: 2.51 eV/Å

Mulliken population analysis, charges in e, atoms 1 to 8: -0.292 -0.328 -0.359 1.139 -0.528 -0.543 -0.195 0.361

Record 7
Formula: C14H16O
Source: the OMol25 dataset
Level of theory: wB97M-V/def2-TZVPD

The geometry in ORCA input format:
```
! RIJCOSX wB97M-V def2-TZVPD def2/J DEFGRID3
* xyz 0 1
C -0.575 -1.039 2.600
C -2.145 0.220 1.092
C -1.307 -0.845 1.302
C -2.930 0.302 -0.074
C -2.784 -0.754 -0.961
C -1.085 -1.841 0.340
C -1.781 -1.749 -0.843
H -2.204 1.028 1.823
H -3.433 1.155 -0.513
H -0.404 -2.094 2.828
H -1.264 -1.010 3.472
H -3.319 -0.651 -1.909
H -0.346 -2.563 0.644
H -1.589 -2.502 -1.581
H 0.290 -0.377 2.716
C 2.649 0.718 1.503
C 2.105 1.925 -0.594
C 2.140 0.700 0.095
C 1.196 2.062 -1.607
C 1.675 -0.429 -0.557
C 0.555 0.959 -2.171
C 0.755 -0.313 -1.623
O -0.309 1.194 -3.209
H 2.739 2.711 -0.198
H 1.159 2.932 -2.242
H 3.308 1.603 1.576
H 3.299 -0.132 1.700
H 2.192 -1.394 -0.480
H 0.542 -1.205 -2.185
H -0.981 0.510 -3.181
H 1.849 0.880 2.235
*
```

Properties
- Total energy: -618.24772 a.u.
- Gap between HOMO and LUMO: 8.9990 eV
- HOMO level: -8.13 eV
- Maximum force: 2.37 eV/Å

Mulliken population analysis, charges in e, atoms 1 to 8: -1.268 -0.400 0.843 -0.396 -0.560 -0.405 -0.659 0.369

Record 8
Formula: C6H15NP
Source: the OMol25 dataset
Level of theory: wB97M-V/def2-TZVPD

The geometry in ORCA input format:
```
! RIJCOSX wB97M-V def2-TZVPD def2/J DEFGRID3
* xyz 1 1
C 2.662 0.954 0.093
C 2.304 0.209 -0.867
C -0.649 -2.924 -0.442
C -0.720 1.293 1.645
C -1.411 2.132 -0.797
C -0.356 -0.368 -0.544
N -0.038 -1.704 0.146
P -1.602 0.602 0.215
H 3.261 1.816 -0.045
H 2.408 0.795 1.149
H 2.184 -0.095 -1.894
H -1.623 -2.582 -0.504
H -0.335 -3.098 -1.453
H -0.470 -3.649 0.293
H -1.012 0.879 2.596
H -1.140 2.327 1.630
H 0.376 1.329 1.498
H -2.096 2.903 -0.484
H -1.783 1.939 -1.799
H -0.351 2.316 -0.787
H -0.144 -0.585 -1.540
H -0.282 -1.759 1.196
H 1.023 -1.886 0.118
*
```

Properties
- Total energy: -633.25587 a.u.
- Gap between HOMO and LUMO (alpha / beta): 7.3499 / 8.0689 eV
- HOMO level (alpha / beta): -11.99 / -11.90 eV
- Maximum force: 3.09 eV/Å

Mulliken population analysis, charges in e, atoms 1 to 8: -0.533 -0.324 -0.958 -0.912 -1.136 -0.674 -0.297 0.105

Record 9
Formula: C4H9NO
Source: the OMol25 dataset
Level of theory: wB97M-V/def2-TZVPD

The geometry in ORCA input format:
```
! RIJCOSX wB97M-V def2-TZVPD def2/J DEFGRID3
* xyz 0 1
N -0.352 -1.452 -0.949
C 0.040 -0.962 0.311
C -0.202 -1.404 1.575
C -0.583 -0.421 2.574
C -0.399 -0.612 3.889
H -0.319 -0.728 -1.661
H -1.330 -1.703 -1.073
H 0.178 0.139 0.248
H -0.028 -2.435 1.787
H -1.326 0.333 2.315
H -0.749 0.097 4.641
H 0.196 -1.417 4.317
H 0.950 3.859 -6.235
H 2.241 3.033 -6.093
O 1.684 3.673 -5.644
*
```

Properties
- Total energy: -287.71271 a.u.
- Gap between HOMO and LUMO: 8.5809 eV
- HOMO level: -7.81 eV
- Maximum force: 3.28 eV/Å

Mulliken population analysis, charges in e, atoms 1 to 8: -0.629 -0.084 -0.433 -0.034 -0.734 0.274 0.252 0.231

maximum force of number 5 (C27H49BInN7O2SSi)? 0.96 eV/Å